[1]
C21H30N4O6S in the gas phase, computed with ωB97M-V/def2-TZVPD.

Each line ends with the Mulliken charge.
Element x y z (Å)
C: -5.494 -3.450 -1.458  -1.433
C: -4.554 -2.660 -0.568  0.144
O: -5.332 -1.743 0.207  -0.339
C: -4.662 -0.975 1.051  0.570
O: -3.489 -1.079 1.298  -0.589
C: -5.608 0.009 1.720  -0.442
S: -4.785 1.608 1.951  -0.248
C: -4.074 1.710 0.373  0.451
N: -4.357 0.915 -0.626  -0.111
N: -3.556 1.259 -1.645  -0.960
C: -2.810 2.259 -1.263  0.747
C: -1.704 2.847 -2.071  -1.132
N: -0.518 2.026 -1.922  -0.212
C: 0.390 2.250 -0.938  0.471
O: 0.397 3.283 -0.289  -0.742
C: 1.384 1.167 -0.744  -0.098
C: 1.040 -0.175 -0.882  -1.172
C: 1.988 -1.155 -0.638  0.441
O: 1.776 -2.493 -0.730  -0.482
C: 0.496 -2.992 -1.062  -0.632
C: -0.476 -2.997 0.115  -0.865
C: 3.306 -0.802 -0.272  0.932
O: 4.155 -1.857 -0.132  -0.582
C: 5.174 -1.838 0.853  -0.334
C: 4.623 -1.649 2.262  -1.047
C: 3.642 0.556 -0.140  0.696
O: 4.931 0.859 0.193  -0.331
C: 5.275 2.205 0.460  -0.378
C: 6.725 2.220 0.920  -1.426
C: 2.668 1.522 -0.356  -0.561
N: -3.095 2.591 0.034  0.198
C: -2.522 3.614 0.863  -0.838
H: -6.207 -4.005 -0.854  0.336
H: -4.923 -4.146 -2.065  0.397
H: -6.040 -2.772 -2.108  0.333
H: -3.839 -2.078 -1.159  0.195
H: -3.997 -3.313 0.114  0.253
H: -6.500 0.140 1.109  0.330
H: -5.874 -0.340 2.718  0.403
H: -1.459 3.852 -1.723  0.379
H: -1.994 2.869 -3.123  0.399
H: -0.535 1.127 -2.376  0.249
H: 0.025 -0.448 -1.118  0.471
H: 0.692 -4.023 -1.375  0.403
H: 0.075 -2.450 -1.918  0.367
H: -1.381 -3.527 -0.167  0.285
H: -0.020 -3.504 0.961  0.345
H: -0.748 -1.992 0.426  0.287
H: 5.637 -2.824 0.759  0.407
H: 5.920 -1.069 0.630  0.234
H: 5.424 -1.763 2.988  0.394
H: 4.188 -0.658 2.372  0.226
H: 3.852 -2.390 2.463  0.321
H: 4.624 2.614 1.243  0.443
H: 5.160 2.812 -0.448  0.347
H: 6.837 1.624 1.822  0.304
H: 7.036 3.240 1.126  0.445
H: 7.364 1.802 0.147  0.309
H: 2.885 2.572 -0.249  0.501
H: -3.022 4.569 0.686  0.281
H: -1.457 3.712 0.647  0.292
H: -2.658 3.331 1.907  0.364

Properties
Kohn-Sham gap = 8.78 eV
HOMO level = -8.0775 eV
LUMO level = 0.7 eV
Structure (SMILES) = CCOC(=O)CSc1nnc(CNC(=O)c2cc(OCC)c(OCC)c(OCC)c2)n1C
ΔE to the lowest compared entry with this formula, charge and spin = 49.5 kcal per mole

=====

[2]
C21H30NO5P in the gas phase, computed with ωB97M-V/def2-TZVPD.

Each line ends with the Mulliken charge.
Element x y z (Å)
C: -5.830 -1.246 1.361  -1.285
C: -4.710 -2.009 0.665  -0.219
C: -4.336 -1.362 -0.665  -0.164
C: -3.170 -2.071 -1.340  -0.747
O: -1.963 -2.010 -0.592  -0.558
P: -1.360 -0.634 0.004  1.667
O: -1.998 -0.125 1.223  -0.897
C: 0.375 -1.091 0.196  -0.182
C: 1.100 -0.382 1.147  -1.350
C: 2.461 -0.545 1.271  0.149
C: 3.161 -1.424 0.426  0.414
N: 4.523 -1.550 0.493  0.271
C: 5.285 -0.770 1.437  -1.045
C: 5.181 -2.652 -0.167  -1.140
C: 2.413 -2.152 -0.516  -0.455
C: 1.049 -1.982 -0.631  -1.001
C: -1.294 0.549 -1.461  -0.321
O: -0.758 -0.089 -2.584  -0.662
C: -0.506 1.698 -0.906  -0.658
C: 0.866 1.787 -1.069  0.281
C: 1.595 2.756 -0.390  0.353
O: 2.954 2.900 -0.465  -0.477
C: 3.672 2.015 -1.288  -0.571
C: 0.925 3.637 0.450  -1.087
C: -0.448 3.568 0.599  -0.582
C: -1.181 2.600 -0.076  0.494
O: -2.535 2.455 -0.016  -0.323
C: -3.230 3.126 1.008  -1.069
H: -6.717 -1.202 0.731  0.339
H: -6.096 -1.729 2.298  0.385
H: -5.507 -0.230 1.578  0.238
H: -3.828 -2.016 1.307  0.214
H: -5.017 -3.044 0.493  0.363
H: -4.050 -0.322 -0.486  -0.166
H: -5.191 -1.376 -1.346  0.617
H: -2.994 -1.645 -2.335  0.255
H: -3.380 -3.141 -1.447  0.450
H: 0.569 0.297 1.796  0.501
H: 2.980 0.015 2.030  0.429
H: 5.025 0.286 1.352  0.307
H: 5.117 -1.091 2.472  0.347
H: 6.344 -0.871 1.212  0.325
H: 6.215 -2.708 0.165  0.319
H: 5.180 -2.518 -1.253  0.325
H: 4.697 -3.604 0.068  0.397
H: 2.901 -2.850 -1.176  0.450
H: 0.498 -2.566 -1.353  0.524
H: -2.302 0.878 -1.728  0.915
H: 0.051 -0.543 -2.314  0.415
H: 1.359 1.089 -1.728  0.584
H: 3.546 0.975 -0.967  0.114
H: 4.718 2.302 -1.186  0.251
H: 3.375 2.110 -2.337  0.360
H: 1.497 4.378 0.985  0.460
H: -0.936 4.269 1.257  0.415
H: -3.208 4.212 0.868  0.347
H: -4.259 2.776 0.941  0.265
H: -2.825 2.868 1.990  0.419

Properties
Kohn-Sham gap = 8.30 eV
HOMO level = -7.7247 eV
LUMO level = 0.6 eV
Structure (SMILES) = CCCCO[P@@](=O)(c1ccc(N(C)C)cc1)[C@H](O)c1cc(OC)ccc1OC
ΔE to the lowest compared entry with this formula, charge and spin = 35.5 kcal per mole

=====

[3]
A molecular structure, C21H31As2O11S4SbSe2Tc, computed with ωB97M-V/def2-TZVPD.

Each line ends with the Mulliken charge.
Element x y z (Å)
Tc: 0.083 0.217 -0.204  0.321
O: -0.579 -2.996 -5.164  -0.509
C: 0.753 -2.696 -5.532  -1.175
C: 1.520 -2.252 -4.280  1.763
C: 2.926 -1.731 -4.697  -1.261
O: 3.014 -0.323 -4.849  -0.485
C: 1.650 -3.441 -3.323  -1.379
Se: 2.230 -2.845 -1.522  -0.106
C: 0.696 -1.185 -3.557  -1.655
Se: 1.687 -0.605 -1.979  0.204
H: -1.061 -3.318 -5.930  0.335
H: 0.781 -1.883 -6.270  0.442
H: 1.250 -3.572 -5.964  0.434
H: 3.244 -2.233 -5.616  0.433
H: 3.643 -1.987 -3.916  0.383
H: 2.628 -0.061 -5.692  0.336
H: 2.391 -4.157 -3.681  0.530
H: 0.692 -3.938 -3.199  0.556
H: -0.247 -1.606 -3.220  0.617
H: 0.505 -0.306 -4.170  0.754
S: 3.659 -0.248 3.794  -0.308
Sb: 2.208 -1.739 5.208  0.670
S: 1.425 -0.536 1.494  -0.180
S: 2.412 0.833 2.598  -0.001
S: 0.152 -1.054 4.691  -0.371
C: -5.383 -0.876 2.466  -0.766
O: -4.953 0.351 1.847  -0.154
C: -3.652 0.509 1.712  0.186
O: -2.817 -0.271 2.127  -0.641
C: -3.221 1.781 1.067  -0.523
C: -4.036 2.584 0.384  0.784
As: -3.577 4.353 -0.344  -0.253
C: -4.203 4.011 -2.176  -1.162
C: -1.664 4.108 -0.595  0.935
C: -0.832 3.348 0.115  0.628
As: -1.287 1.789 1.173  1.651
C: -0.948 2.408 2.983  -1.214
C: 0.634 3.495 -0.076  -0.442
O: 1.238 4.522 -0.026  -0.519
O: 1.263 2.279 -0.228  0.403
C: 2.674 2.345 -0.545  -1.181
C: -1.127 4.974 -1.693  -0.082
O: -0.289 4.626 -2.481  -0.564
O: -1.764 6.149 -1.723  -0.348
C: -1.321 7.089 -2.716  -0.815
C: -5.415 2.128 -0.020  0.362
O: -5.514 1.365 -0.939  -0.564
O: -6.492 2.648 0.568  -0.337
C: -6.350 3.539 1.681  -0.608
H: -6.466 -0.847 2.465  0.260
H: -4.995 -0.935 3.481  0.307
H: -5.016 -1.726 1.895  0.318
H: -5.289 3.924 -2.162  0.458
H: -3.782 3.088 -2.570  0.359
H: -3.930 4.855 -2.805  0.385
H: -1.647 3.210 3.213  0.433
H: 0.073 2.774 3.070  0.427
H: -1.088 1.573 3.664  0.311
H: 3.142 1.446 -0.157  0.328
H: 3.110 3.227 -0.085  0.393
H: 2.796 2.405 -1.625  0.273
H: -2.088 7.854 -2.777  0.282
H: -1.189 6.595 -3.676  0.340
H: -0.373 7.526 -2.406  0.319
H: -7.317 3.559 2.174  0.327
H: -6.099 4.545 1.344  0.301
H: -5.594 3.183 2.381  0.267
O: -1.471 -2.394 -0.258  -0.333
C: -0.900 -1.410 -0.238  0.273
C: -1.180 0.969 -1.834  -1.303
H: -2.147 1.335 -1.476  0.177
H: -1.426 0.245 -2.614  0.541
H: -0.684 1.820 -2.317  0.434

Properties
Kohn-Sham gap (spin up / spin down) = 6.32 / 6.32 eV
HOMO level (spin up / spin down) = -10.7495 / -10.7532 eV
LUMO level (spin up / spin down) = -4.4 / -4.4 eV
Charge = +1
ΔE to the lowest compared entry with this formula, charge and spin = 12.2 kcal per mole

=====

[4]
A molecular structure, C21H31BeCl5P2, computed with ωB97M-V/def2-TZVPD.

Each line ends with the Mulliken charge.
Element x y z (Å)
P: 0.285 -2.930 1.295  1.548
P: 0.216 2.519 0.808  1.509
C: -0.694 -1.699 0.450  0.261
C: 0.656 0.973 0.057  2.087
H: -1.701 -2.083 0.282  0.707
H: -0.168 -1.550 -0.529  -1.515
H: 1.741 0.918 0.220  0.819
H: 0.587 1.122 -1.024  -2.254
C: -1.361 3.038 0.201  -1.630
H: -1.946 3.586 0.946  0.415
H: -1.956 2.169 -0.109  0.438
H: -1.191 3.659 -0.676  0.462
C: 1.484 3.717 0.895  -1.457
H: 1.379 4.337 0.010  0.484
H: 2.431 3.187 0.904  0.398
H: 1.418 4.345 1.784  0.389
C: -0.689 -4.366 0.743  -1.441
H: -0.521 -5.214 1.411  0.445
H: -0.413 -4.608 -0.298  0.352
H: -1.746 -4.077 0.764  0.443
C: 1.965 -2.983 0.640  -1.305
H: 2.476 -2.037 0.850  0.286
H: 1.963 -3.152 -0.441  0.432
H: 2.485 -3.810 1.128  0.452
Be: -0.819 -0.039 -0.042  -0.982
C: 0.326 1.483 -3.045  -0.438
C: -1.007 1.446 -2.874  -0.056
C: -1.920 0.575 -3.668  -1.065
C: -1.470 -0.898 -3.802  -0.922
C: -0.729 -1.409 -2.626  -0.128
C: 0.618 -1.411 -2.534  0.300
C: 1.527 -0.752 -3.522  -1.159
C: 1.117 0.669 -4.015  -0.962
C: 0.316 -2.616 3.047  -1.016
H: 0.950 2.231 -2.536  0.532
H: -1.499 2.220 -2.298  0.571
H: -2.070 0.956 -4.693  0.318
H: -2.923 0.596 -3.216  0.342
H: -2.374 -1.516 -3.910  0.457
H: -0.900 -1.036 -4.731  0.347
H: -1.373 -1.970 -1.949  0.764
H: 1.174 -2.076 -1.864  -0.151
H: 1.652 -1.390 -4.418  0.353
H: 2.539 -0.692 -3.085  0.368
H: 2.061 1.209 -4.200  0.447
H: 0.634 0.592 -5.002  0.324
H: 1.117 -1.896 3.330  0.307
H: 0.496 -3.605 3.524  0.459
H: -0.665 -2.193 3.345  0.283
Cl: -2.402 0.554 1.726  -0.234
C: -1.341 1.420 2.912  0.123
C: -0.107 1.865 2.480  -0.328
C: 0.990 1.519 3.290  -0.463
Cl: 2.453 0.845 2.678  -0.205
C: 0.816 1.697 4.654  -0.044
Cl: 2.188 1.976 5.635  -0.223
C: -0.528 1.797 5.130  0.296
Cl: -0.771 2.252 6.730  -0.257
C: -1.606 1.431 4.296  -0.052
Cl: -3.170 1.101 4.944  -0.234

Properties
Kohn-Sham gap (spin up / spin down) = 3.17 / 3.19 eV
HOMO level (spin up / spin down) = -3.6348 / -3.6471 eV
LUMO level (spin up / spin down) = -0.5 / -0.5 eV
ΔE to the lowest compared entry with this formula, charge and spin = 33.2 kcal per mole

=====

Across the entries above, calculated total energy takes the values -1886.866475 -1590.551231 -12834.438078 -3816.902560 Eh, respectively.